ORCA calculation (the ωB97M-V functional and the def2-TZVPD basis) on a molecular structure, C15H38CrNO7P2Si2Te.

Positions of all 67 atoms, in Å:
Cr 0.867 -0.288 0.511
C 2.228 3.911 0.594
C 0.990 3.218 1.160
O 0.134 4.134 1.859
P 1.432 2.014 2.435
O 2.441 2.667 3.445
O 0.090 1.660 3.196
O 2.023 0.765 1.864
P 0.085 2.424 -0.242
O -1.118 1.603 0.501
O -0.448 3.497 -1.090
O 1.009 1.301 -0.702
H 2.771 4.431 1.383
H 1.911 4.636 -0.155
H 2.896 3.194 0.117
H -0.263 4.726 1.202
H 2.182 3.541 3.770
H -0.541 2.397 3.200
H -1.983 1.983 0.303
C -2.505 -3.931 4.391
Si -2.994 -2.343 3.540
C -2.722 -0.861 4.646
C -4.766 -2.418 2.953
C -1.900 -2.121 2.011
Te 0.187 -2.039 2.474
C 0.761 -3.884 1.598
Si 2.621 -4.006 1.256
C 3.022 -5.800 0.948
C 2.995 -2.981 -0.270
C 3.563 -3.333 2.719
H -3.110 -4.095 5.285
H -1.460 -3.916 4.712
H -2.647 -4.795 3.738
H -3.339 -0.935 5.544
H -2.997 0.064 4.135
H -1.684 -0.767 4.973
H -5.452 -2.497 3.798
H -4.941 -3.280 2.307
H -5.038 -1.520 2.395
H -2.136 -1.201 1.473
H -2.001 -2.949 1.306
H 0.193 -3.977 0.671
H 0.434 -4.664 2.287
H 2.439 -6.207 0.119
H 2.813 -6.407 1.831
H 4.078 -5.926 0.703
H 2.422 -3.313 -1.137
H 4.054 -3.060 -0.525
H 2.802 -1.911 -0.126
H 3.251 -3.801 3.656
H 3.446 -2.253 2.833
H 4.631 -3.528 2.599
C -1.270 -3.775 -3.072
C -0.922 -2.295 -3.283
C -2.160 -1.490 -3.705
C 0.213 -2.131 -4.298
C -0.464 -1.758 -1.990
N -0.117 -1.345 -0.980
H -1.599 -4.193 -4.023
H -2.078 -3.893 -2.349
H -0.404 -4.343 -2.732
H -2.496 -1.863 -4.672
H -1.930 -0.430 -3.806
H -2.973 -1.610 -2.990
H -0.136 -2.501 -5.262
H 1.093 -2.705 -4.008
H 0.495 -1.085 -4.413

Output
E_tot   -102045.945 eV
Multiplicity   5
Relative energy (zero: lowest compared OMol25 entry of this formula, charge and spin)   0.3252 eV
Largest force on an atom   0.0092 hartree/bohr
Net charge   +1

ORCA calculation (the ωB97M-V functional and the def2-TZVPD basis) on 5 unconnected molecules or ions with the total composition C15H38N11O5 in a non-equilibrium geometry.

Positions of all 69 atoms, in Å:
C 1.857 -1.774 -1.387
C 2.265 -0.883 -2.664
O 1.570 0.387 -2.774
C 1.843 1.257 -1.654
C 0.453 1.786 -0.974
C -0.629 2.162 -2.087
N -0.856 3.575 -2.283
C -1.836 3.767 -3.348
C -2.176 2.322 -3.756
N -1.443 1.345 -2.953
C -1.482 -0.146 -2.979
C -2.810 -0.700 -3.701
C -4.184 -0.215 -3.028
C -4.263 -0.439 -1.438
N -3.949 0.846 -0.724
H 1.238 -2.710 -1.677
H 1.333 -1.203 -0.545
H 2.839 -2.190 -0.934
H 3.414 -0.766 -2.753
H 1.961 -1.498 -3.601
H 2.345 2.214 -2.074
H 2.564 0.821 -0.881
H 0.071 1.088 -0.152
H 0.742 2.779 -0.449
H -0.440 4.385 -1.805
H -2.300 4.700 -3.803
H -2.910 1.910 -4.523
H -0.584 -0.621 -3.515
H -1.462 -0.544 -1.898
H -2.777 -1.853 -3.613
H -2.745 -0.390 -4.816
H -4.436 0.898 -3.222
H -5.030 -0.823 -3.540
H -5.375 -0.680 -1.200
H -3.584 -1.313 -1.151
H -4.570 1.604 -1.061
H -4.200 0.701 0.267
C -1.518 1.340 2.643
O -1.785 0.143 2.643
N -2.015 2.196 1.716
N -0.709 1.910 3.563
H -1.812 3.179 1.695
H -2.624 1.805 1.014
H -0.320 1.306 4.269
H -0.477 2.896 3.579
C -0.228 -3.920 4.384
O 0.412 -4.752 5.008
N -0.450 -2.667 4.847
N -0.775 -4.178 3.169
H -0.975 -1.969 4.347
H -0.061 -2.435 5.747
H -0.633 -5.100 2.789
H -1.304 -3.508 2.640
C 2.048 4.079 3.406
O 0.962 3.848 3.922
N 2.778 3.123 2.784
N 2.613 5.308 3.414
H 3.671 3.291 2.355
H 2.390 2.193 2.758
H 2.099 6.047 3.869
H 3.502 5.518 2.997
C 4.243 -4.423 0.400
O 4.004 -3.223 0.419
N 3.331 -5.355 0.765
N 5.440 -4.923 0.013
H 3.507 -6.343 0.757
H 2.427 -5.022 1.060
H 6.146 -4.261 -0.266
H 5.656 -5.904 -0.010

Output
E_tot   -42794.622 eV
Largest force on an atom   0.1217 hartree/bohr
Net charge   +1

ORCA calculation (the ωB97M-V functional and the def2-TZVPD basis) on a molecular structure, C15H38N7NaO12V in a non-equilibrium geometry.

Positions of all 74 atoms, in Å:
V 22.018 -15.024 -24.669
Na 17.128 -16.283 -26.826
C 23.902 -15.876 -26.028
O 24.092 -14.910 -25.299
O 22.871 -15.507 -26.538
O 23.336 -16.654 -25.304
N 19.595 -17.389 -24.489
O 20.465 -16.608 -24.708
O 19.775 -18.323 -23.801
O 18.526 -17.289 -25.057
C 18.159 -15.490 -16.891
O 18.403 -16.463 -17.874
C 18.117 -16.039 -19.232
C 18.709 -17.151 -20.173
N 18.373 -17.009 -21.595
C 16.951 -16.903 -21.954
C 16.107 -18.132 -21.530
O 15.745 -18.057 -20.143
C 14.812 -19.073 -19.655
H 17.121 -15.156 -16.879
H 18.857 -14.686 -17.121
H 18.441 -15.865 -15.907
H 18.750 -15.175 -19.437
H 17.075 -15.750 -19.365
H 18.301 -18.051 -19.711
H 19.799 -17.188 -20.168
H 18.765 -17.876 -21.933
H 16.871 -16.708 -23.024
H 16.512 -15.976 -21.585
H 16.627 -19.061 -21.766
H 15.247 -18.190 -22.198
H 14.276 -18.750 -18.763
H 15.419 -19.925 -19.350
H 14.054 -19.328 -20.396
C 23.575 -16.327 -18.419
O 22.777 -16.193 -19.609
C 23.195 -16.954 -20.738
C 22.289 -16.566 -21.915
N 22.798 -15.328 -22.620
C 22.568 -14.142 -21.737
C 22.942 -12.877 -22.586
O 22.460 -13.010 -23.952
C 23.029 -12.018 -24.804
H 23.276 -15.730 -17.558
H 24.634 -16.221 -18.651
H 23.432 -17.293 -17.933
H 23.014 -17.992 -20.461
H 24.282 -16.984 -20.821
H 21.266 -16.435 -21.563
H 22.174 -17.395 -22.613
H 23.761 -15.618 -22.526
H 23.220 -14.180 -20.865
H 21.523 -14.072 -21.435
H 24.028 -12.791 -22.629
H 22.637 -11.931 -22.138
H 24.107 -11.859 -24.772
H 22.602 -11.057 -24.520
H 22.885 -12.149 -25.876
C 16.888 -20.937 -23.953
O 16.097 -21.828 -23.797
N 16.743 -19.902 -24.776
N 18.040 -20.769 -23.442
H 15.854 -19.722 -25.222
H 17.448 -19.231 -25.044
H 18.368 -21.362 -22.692
H 18.554 -19.939 -23.698
C 19.257 -13.765 -23.059
O 20.275 -14.358 -23.479
N 18.750 -12.736 -23.640
N 18.487 -14.239 -22.189
H 19.252 -12.190 -24.325
H 17.988 -12.276 -23.162
H 17.674 -13.730 -21.872
H 18.568 -15.232 -22.023

Output
E_tot   -81248.516 eV
Multiplicity   4
Largest force on an atom   0.3435 hartree/bohr
Net charge   +2

ORCA calculation (the ωB97M-V functional and the def2-TZVPD basis) on 5 unconnected molecules or ions with the total composition C15H39FO19P4 in a non-equilibrium geometry.

Positions of all 78 atoms, in Å:
O 3.800 -1.176 2.223
C 2.854 -1.931 2.141
O 1.806 -1.844 2.928
C 1.210 -3.157 2.942
C 1.402 -3.586 1.495
F 0.422 -3.157 0.576
O 2.719 -2.944 1.270
H 1.810 -3.768 3.617
H 0.173 -3.108 3.274
H 1.407 -4.673 1.411
C 1.765 9.214 -1.826
O 2.887 9.487 -2.598
P 4.296 9.156 -1.895
O 4.642 10.067 -0.758
O 4.057 7.569 -1.486
C 5.167 6.839 -1.131
O 5.412 9.231 -3.038
C 6.536 10.163 -2.996
H 1.125 8.617 -2.475
H 1.207 10.104 -1.534
H 1.866 8.772 -0.835
H 5.028 5.761 -1.216
H 5.343 6.998 -0.067
H 6.149 7.170 -1.468
H 6.769 10.410 -4.032
H 7.483 9.878 -2.538
H 6.216 11.094 -2.528
C -1.032 -9.199 4.959
O -1.737 -8.701 3.809
P -3.333 -8.343 3.737
O -3.744 -7.703 2.468
O -3.499 -7.419 5.095
C -4.786 -6.869 5.242
O -4.104 -9.768 4.059
C -4.954 -10.383 3.036
H -1.329 -10.217 5.211
H -1.140 -8.523 5.806
H 0.004 -9.266 4.629
H -4.928 -6.605 6.290
H -5.544 -7.641 5.107
H -5.007 -6.017 4.598
H -5.040 -9.883 2.071
H -5.904 -10.111 3.497
H -4.834 -11.454 2.876
C 1.895 -0.864 -4.866
O 2.398 -2.082 -5.483
P 3.788 -2.117 -6.237
O 3.837 -1.455 -7.572
O 4.904 -1.573 -5.226
C 6.206 -1.310 -5.706
O 4.070 -3.764 -6.278
C 4.409 -4.379 -5.062
H 2.311 -0.780 -3.862
H 0.849 -0.560 -4.819
H 2.375 0.000 -5.325
H 6.449 -0.247 -5.679
H 6.440 -1.694 -6.699
H 6.866 -1.901 -5.071
H 3.995 -3.899 -4.175
H 5.493 -4.481 -5.004
H 4.014 -5.387 -5.187
C -3.400 3.028 1.603
O -4.635 3.489 0.941
P -5.980 3.808 1.824
O -5.779 4.824 2.909
O -6.971 4.239 0.684
C -7.260 5.596 0.325
O -6.468 2.349 2.366
C -7.595 2.481 3.279
H -3.249 2.042 1.162
H -3.377 2.892 2.684
H -2.508 3.636 1.452
H -6.306 6.122 0.329
H -7.998 6.023 1.004
H -7.622 5.639 -0.703
H -7.337 2.417 4.336
H -8.163 1.560 3.144
H -8.290 3.260 2.964

Output
E_tot   -94968.832 eV
Relative energy (zero: lowest compared OMol25 entry of this formula, charge and spin)   2.5380 eV
Largest force on an atom   0.0683 hartree/bohr
Structure (SMILES)   O=C1OC[C@@H](F)O1.COP(=O)(OC)OC.COP(=O)(OC)OC.COP(=O)(OC)OC.COP(=O)(OC)OC

ORCA calculation (the ωB97M-V functional and the def2-TZVPD basis) on 6 unconnected molecules or ions with the total composition C15H39N3O12 in a non-equilibrium geometry.

Positions of all 69 atoms, in Å:
C -4.178 2.744 0.143
N -4.758 3.557 1.258
O -4.291 3.400 2.371
O -5.704 4.271 1.000
H -4.213 3.353 -0.751
H -4.849 1.893 0.068
H -3.192 2.463 0.488
C -2.525 -0.360 -3.706
N -2.638 1.050 -3.231
O -3.563 1.336 -2.500
O -1.826 1.841 -3.678
H -1.540 -0.700 -3.403
H -2.622 -0.336 -4.786
H -3.333 -0.921 -3.253
C -2.041 0.664 3.722
N -3.258 0.149 3.015
O -4.107 -0.415 3.680
O -3.294 0.299 1.819
H -2.114 0.282 4.735
H -2.047 1.743 3.663
H -1.218 0.142 3.240
C -0.208 -3.438 -4.774
O -1.055 -4.334 -5.425
C -0.704 -5.693 -5.337
C -0.704 -6.286 -3.951
O 0.384 -5.834 -3.152
C 1.274 -6.861 -2.769
H -0.148 -3.563 -3.689
H -0.659 -2.447 -4.888
H 0.824 -3.412 -5.146
H 0.273 -5.836 -5.827
H -1.407 -6.288 -5.926
H -0.833 -7.371 -3.945
H -1.600 -5.901 -3.440
H 2.156 -6.389 -2.347
H 1.561 -7.431 -3.660
H 0.808 -7.531 -2.041
C 1.634 1.883 3.449
O 2.607 2.559 4.180
C 3.800 1.799 4.299
C 4.834 2.617 5.019
O 5.830 3.019 4.120
C 6.772 3.880 4.704
H 1.262 0.994 3.984
H 1.959 1.645 2.433
H 0.725 2.486 3.397
H 4.185 1.626 3.283
H 3.665 0.822 4.774
H 5.276 2.008 5.827
H 4.366 3.461 5.540
H 7.679 3.824 4.101
H 6.995 3.605 5.737
H 6.425 4.919 4.646
C -0.862 3.404 1.325
O -0.784 2.150 0.729
C -0.310 2.168 -0.585
C 0.433 0.941 -1.016
O -0.309 -0.256 -0.995
C 0.462 -1.304 -1.519
H -1.490 4.031 0.676
H 0.051 3.966 1.577
H -1.319 3.396 2.317
H 0.387 2.984 -0.815
H -1.167 2.299 -1.263
H 1.365 0.799 -0.437
H 0.806 1.151 -2.034
H -0.047 -2.246 -1.709
H 1.284 -1.471 -0.813
H 0.833 -0.996 -2.509

Output
E_tot   -45214.987 eV
Relative energy (zero: lowest compared OMol25 entry of this formula, charge and spin)   0.2860 eV
Largest force on an atom   0.0325 hartree/bohr
Structure (SMILES)   C[N+](=O)[O-].C[N+](=O)[O-].C[N+](=O)[O-].COCCOC.COCCOC.COCCOC

ORCA calculation (the ωB97M-V functional and the def2-TZVPD basis) on 4 unconnected molecules or ions with the total composition C15H39NO6PS.

Positions of all 63 atoms, in Å:
C -1.401 -1.343 0.005
C -2.748 -0.624 0.020
P -3.927 -1.272 1.332
C -4.005 -3.075 0.897
N -5.383 -0.499 1.036
S -6.418 -1.189 -0.137
H -0.979 -1.400 1.005
H -1.482 -2.350 -0.402
H -0.725 -0.803 -0.663
H -3.195 -0.591 -0.976
H -2.561 0.398 0.342
H -4.397 -3.636 1.738
H -4.531 -3.316 -0.024
H -2.972 -3.407 0.771
H -5.699 -1.383 -1.284
C -0.971 1.281 3.796
O -0.019 0.428 3.179
C 1.187 1.075 2.834
C 2.281 0.832 3.852
O 1.979 1.404 5.116
C 1.454 0.468 6.040
H -1.736 0.650 4.243
H -0.515 1.898 4.574
H -1.447 1.922 3.047
H 1.020 2.148 2.696
H 1.506 0.661 1.871
H 3.203 1.306 3.498
H 2.469 -0.241 3.952
H 2.257 -0.161 6.445
H 0.694 -0.168 5.583
H 1.000 1.028 6.856
C -0.987 3.500 -0.929
O 0.278 2.920 -0.654
C 1.217 3.080 -1.700
C 2.182 4.214 -1.426
O 1.533 5.475 -1.392
C 1.254 5.926 -0.078
H -1.527 3.575 0.013
H -0.890 4.497 -1.364
H -1.560 2.860 -1.607
H 0.707 3.233 -2.656
H 1.787 2.148 -1.768
H 2.918 4.252 -2.236
H 2.719 4.033 -0.490
H 2.165 6.312 0.394
H 0.835 5.131 0.542
H 0.528 6.733 -0.154
C 2.633 -4.867 -4.385
O 1.620 -4.023 -4.895
C 0.366 -4.195 -4.246
C 0.115 -3.139 -3.191
O 1.046 -3.242 -2.124
C 2.099 -2.302 -2.217
H 3.591 -4.477 -4.727
H 2.632 -4.888 -3.293
H 2.512 -5.887 -4.766
H 0.298 -5.193 -3.804
H -0.408 -4.113 -5.015
H -0.882 -3.295 -2.768
H 0.139 -2.138 -3.631
H 1.753 -1.312 -1.898
H 2.497 -2.235 -3.232
H 2.893 -2.628 -1.546

Output
E_tot   -50082.704 eV
Largest force on an atom   0.0190 hartree/bohr
Net charge   -1